87
Properties=species:S:1:pos:R:3:forces:R:3:mulliken_charge:R:1 method="wB97M-V/def2-TZVPD" total_energy_ev=-102319.778 fmax_ev_per_a=0.54 s2=3.798 homo_lumo_gap_ev="5.02 / 6.45" multiplicity=4 total_charge=-2
H 0.02999 4.66554 0.98091 -0.0271 0.0025 0.0057 0.33
N 0.19413 -2.73188 0.36441 0.0521 0.0804 -0.1572 0.82
C 2.29084 -1.71034 3.20776 -0.0132 -0.0262 0.0132 -0.90
N -2.43097 -1.06481 0.68301 0.0840 0.1226 -0.0694 0.33
C 2.34494 -0.77760 0.97022 0.1143 -0.1849 0.0255 0.68
H -2.22468 3.51557 -3.58943 -0.0049 -0.0190 -0.0025 0.28
H -5.64559 4.12002 2.45601 -0.0040 0.0200 0.0009 0.35
H -4.65495 5.43966 1.82487 -0.0023 0.0019 0.0003 0.37
C 2.28698 3.32439 0.69641 0.1239 0.0624 0.0344 -0.76
H -4.51432 0.15862 -2.38608 -0.0116 -0.0094 0.0873 0.26
H -2.31728 5.03458 1.42298 0.0023 -0.0009 0.0121 0.25
N 0.14762 -3.21919 -2.59315 0.1936 0.1842 -0.0911 0.37
H 5.23367 2.24776 -0.33041 0.0121 0.0047 0.0120 0.35
C -1.55497 1.64296 1.45890 0.0843 0.0429 0.0599 0.25
H 2.84620 2.22344 2.43577 0.0012 0.0472 -0.0037 0.23
C 3.90533 -0.02238 2.70762 -0.0099 -0.0638 0.0035 -0.33
C 3.46843 0.03766 1.36797 -0.0015 0.0286 -0.0454 0.25
N -1.07272 -3.13774 -3.19048 -0.0888 -0.0335 0.0182 -0.25
H 3.79306 0.56139 -0.67058 0.0304 -0.0038 0.0075 0.68
O -0.58654 0.88099 1.58465 -0.0253 -0.0461 -0.0525 -0.63
N 2.65533 -3.10757 -1.31737 -0.0829 0.0356 0.0417 0.76
Si -2.60859 1.06112 -3.70503 0.1212 -0.0377 -0.1177 -0.11
C 3.20744 3.10074 1.89902 -0.0397 0.0006 -0.0354 -0.33
C -4.96398 4.40791 1.65130 0.0163 -0.0592 -0.0087 -1.60
H -1.31641 1.53628 -5.77225 0.0050 -0.0079 0.0023 0.30
C -2.49853 3.96252 1.46302 -0.0021 -0.0246 -0.0472 -0.88
Cl 2.51918 -0.76432 -3.36154 -0.1089 -0.0115 0.0171 -0.58
N 0.95425 2.84685 0.98994 -0.0254 -0.0198 -0.0081 0.48
C 2.68782 -4.39057 -1.64430 0.0452 -0.0208 0.0025 0.37
C -2.91371 -2.33092 0.20242 -0.0075 -0.0924 -0.0065 -0.68
H -4.35046 -0.45270 1.09906 -0.0126 0.0397 -0.0063 0.11
H 5.13253 3.81384 1.19331 0.0026 -0.0037 -0.0151 0.48
N 3.83969 -2.88361 -0.70517 0.0568 -0.0823 0.0285 -0.45
N 4.94357 1.85517 0.54905 -0.0937 0.0113 0.0022 -0.20
H -4.00075 -2.43932 0.37164 0.0050 0.0099 -0.0264 0.52
H 2.65411 2.77402 -0.16990 -0.0125 -0.0078 -0.0072 0.21
H -3.91582 3.17517 -3.99767 0.0035 -0.0077 0.0210 0.28
H -1.94756 -0.10930 -5.77590 0.0068 0.0082 -0.0014 0.26
C 4.68289 2.88528 1.55696 0.0239 -0.0271 0.0031 -1.18
H -2.73316 -2.36578 -0.87821 0.0245 0.0260 0.0071 0.06
H 4.29187 -1.93064 5.25488 0.0049 0.0033 0.0139 0.32
H -4.91799 0.19395 -4.11088 0.0024 0.0034 0.0091 0.33
H -3.83541 -1.06187 -3.46803 0.0104 0.0107 -0.0017 0.28
C -2.19225 0.92774 -5.53608 -0.0047 -0.0045 -0.0047 -1.02
C -3.77003 3.49310 1.58378 -0.0224 0.1272 -0.0698 0.63
C -0.79149 -3.81652 0.31577 -0.1373 -0.0375 0.0151 -1.06
C 0.52551 -4.48892 -2.77830 -0.0431 0.0339 0.0962 0.49
H -3.02233 1.24944 -6.17320 -0.0065 -0.0020 0.0106 0.28
H 5.19882 2.63604 2.48954 0.0174 0.0492 0.0118 0.30
H -2.09145 -3.25986 1.94799 -0.0247 -0.0089 0.0001 0.30
C -0.11131 3.59320 1.11023 0.0905 -0.0205 0.0144 0.06
C -3.07227 2.85905 -3.37529 -0.0021 0.0393 0.0191 -0.90
C 0.74749 -2.59634 1.50488 -0.0307 0.0307 0.0577 -0.65
C 3.32196 -0.88426 3.63099 -0.0087 -0.0095 0.0039 0.66
C -0.38057 -0.21128 -2.17801 -0.0050 -0.0508 -0.0360 0.39
H -3.34164 2.99919 -2.32653 -0.0234 0.0146 0.0473 0.15
H -2.77883 -4.38574 0.77645 0.0088 -0.0113 0.0236 0.50
H -0.41275 -4.67440 0.88586 0.0505 -0.0094 -0.0550 0.38
C 1.80118 -1.67801 1.89216 -0.0192 0.0218 -0.0546 0.69
H 2.23039 4.38358 0.42848 -0.0345 -0.0076 -0.0244 0.52
N -1.36923 -4.28477 -3.68186 0.0177 0.0653 -0.0066 -0.79
H 3.12830 3.94696 2.58854 0.0157 -0.0047 0.0229 0.52
C 3.82763 -0.96214 5.05031 0.0003 0.0082 -0.0441 -1.71
N -0.38224 -5.17927 -3.44622 -0.0044 -0.0638 0.0089 -0.64
O 1.86436 -0.63202 -0.21098 0.0421 0.3820 -0.0040 -0.29
N 1.66065 -5.07098 -2.27070 0.0319 0.0435 -0.0706 -0.03
C -3.95763 2.08306 1.50211 0.0383 -0.0512 -0.0356 -0.63
H 1.87328 -5.99452 -2.60220 -0.0173 0.0000 0.0156 0.27
H 4.76065 0.57541 3.00658 -0.0006 -0.0310 0.0216 0.34
N 3.81478 -4.97704 -1.27591 -0.0187 -0.0302 -0.0167 -0.69
C -2.17326 -3.47902 0.87737 0.0733 -0.0328 0.0423 -0.80
H -0.90310 -4.14170 -0.71446 -0.0126 0.0362 -0.0498 0.02
N 4.51258 -3.98307 -0.68482 0.0024 0.0760 0.0074 -0.78
H -5.53252 4.38342 0.71642 -0.0246 0.0049 0.0327 0.30
C -2.94118 1.18052 1.39586 -0.0641 0.0258 0.0384 0.95
C -4.12034 -0.01010 -3.38929 -0.0118 0.0079 -0.0240 -0.94
H 0.76630 1.83240 1.11236 0.0061 0.0203 0.0164 -0.19
C -1.38705 3.08640 1.35892 -0.0743 -0.0069 0.0115 0.27
H 0.43250 -3.26811 2.31786 0.0122 0.0163 0.0121 0.21
C -3.26914 -0.21513 1.07869 -0.1016 -0.0460 -0.0876 -0.85
C 4.04454 0.80578 0.35441 -0.0243 0.0226 -0.0082 -1.66
H 4.57487 -0.18967 5.24109 0.0004 0.0030 0.0024 0.36
H 1.84315 -2.40947 3.90974 -0.0051 0.0022 -0.0071 0.37
H 3.01573 -0.82791 5.76963 0.0085 -0.0004 0.0147 0.33
C -1.21438 0.50974 -2.71825 -0.1209 -0.0271 0.2117 0.10
V 1.14260 -1.59444 -1.67056 -0.0347 -0.5315 0.1059 0.24
H -4.97780 1.70473 1.46094 0.0081 0.0004 0.0087 0.32